Model a:
{
  "formula": "C2H11NO2S2",
  "method": "ωB97M-V/def2-TZVPD",
  "smiles": "NCCSS.O.O",
  "lumo_energy_ev": 0.445,
  "charge": 0,
  "orbital_gap_ev": 9.505,
  "homo_ha": -0.33294,
  "species": ["N", "C", "C", "S", "S", "H", "H", "H", "H", "H", "H", "H", "H", "H", "O", "H", "H", "O"],
  "xyz": [[-0.783, -2.061, 0.619], [-0.635, -0.962, 1.538], [-0.657, 0.312, 0.690], [-0.659, 1.871, 1.621], [-0.539, 3.221, 0.209], [-1.279, -2.882, 0.952], [0.124, -2.283, 0.233], [-1.458, -0.947, 2.248], [0.328, -1.034, 2.026], [0.305, 0.335, 0.178], [-1.451, 0.208, -0.028], [-1.744, 3.530, -0.326], [2.636, -1.525, -1.098], [2.012, -0.169, -1.409], [2.233, -0.764, -0.665], [0.646, 1.792, -2.477], [0.122, 0.518, -1.852], [0.799, 0.840, -2.462]]
}


Model b:
{
  "formula": "C2H11NO2S2",
  "method": "ωB97M-V/def2-TZVPD",
  "smiles": "NCCSS.O.O",
  "lumo_energy_ev": 0.297,
  "charge": 0,
  "orbital_gap_ev": 9.370,
  "homo_ha": -0.33343,
  "species": ["N", "C", "C", "S", "S", "H", "H", "H", "H", "H", "H", "H", "H", "H", "O", "H", "H", "O"],
  "xyz": [[-2.124, -0.575, 1.947], [-1.113, 0.387, 1.477], [0.218, -0.232, 0.981], [1.374, 0.931, 0.195], [2.596, -0.416, -0.905], [-1.824, -1.536, 1.951], [-2.841, -0.496, 1.248], [-0.811, 1.024, 2.303], [-1.558, 1.036, 0.727], [-0.033, -0.998, 0.232], [0.690, -0.855, 1.743], [1.869, -0.355, -2.038], [-4.328, -2.569, 0.524], [-3.416, -3.761, 0.788], [-3.420, -2.796, 0.758], [-0.802, 2.842, -2.245], [0.345, 2.225, -2.956], [-0.575, 2.472, -3.111]]
}


Model c:
{
  "formula": "C2H11NO2S2",
  "method": "ωB97M-V/def2-TZVPD",
  "smiles": "NCCSS.O.O",
  "lumo_energy_ev": 0.280,
  "charge": 0,
  "orbital_gap_ev": 9.115,
  "homo_ha": -0.32471,
  "species": ["N", "C", "C", "S", "S", "H", "H", "H", "H", "H", "H", "H", "H", "H", "O", "H", "H", "O"],
  "xyz": [[2.770, 0.013, -0.185], [1.708, 0.320, 0.848], [1.032, -0.990, 1.301], [-0.796, -1.187, 1.303], [-1.421, 0.567, 2.251], [3.280, 0.805, -0.429], [3.425, -0.772, 0.019], [0.863, 0.914, 0.589], [2.075, 0.844, 1.639], [1.488, -1.375, 2.205], [1.321, -1.728, 0.581], [-0.634, 0.508, 3.440], [-4.973, -4.380, -2.292], [-4.224, -5.346, -1.266], [-4.872, -5.295, -2.036], [0.288, 5.889, -3.097], [-0.802, 5.186, -2.247], [-0.526, 6.028, -2.621]]
}


Stability ranking, top entry: model a; the second entry is 29.2 kJ/mol less favorable.